Entry 1:
Entry from the OMol25 dataset: a structure of composition C20H59FeN19O12 in a non-equilibrium geometry (the ωB97M-V functional and the def2-TZVPD basis).

CARTESIAN COORDINATES (ANGSTROEM)
Fe1 3.03024 -0.64695 0.07314
O1 1.50434 -0.44144 1.51683
C1 0.80936 0.74172 1.09849
C2 0.94725 1.09024 -0.41622
O2 2.19513 0.94547 -1.03537
H1 1.16997 1.55476 1.73962
H2 -0.24422 0.81291 1.38594
H3 0.62734 2.13962 -0.35707
H4 0.22056 0.59704 -1.07092
C3 -2.52479 -4.06344 0.83064
C4 -3.40433 -3.22530 -0.07076
C5 -3.46315 -1.85831 0.61861
C6 -4.14558 -0.76216 -0.22908
C7 -3.22955 -0.63129 -1.45609
C8 -3.13498 -1.90591 -2.29597
N1 -2.71966 -3.03596 -1.36098
O3 -2.51769 -4.24006 -2.06044
C9 -4.38245 -2.19377 -3.09688
C10 -1.93089 -1.68149 -3.26680
C11 -4.82826 -3.85991 -0.11373
H5 -2.94799 -4.18685 1.82971
H6 -1.50694 -3.71432 0.99295
H7 -2.48431 -5.10587 0.50360
H8 -3.86364 -1.90236 1.63231
H9 -2.40031 -1.66532 0.78792
H10 -4.30340 0.19099 0.27423
H11 -5.07836 -1.04647 -0.71886
H12 -2.21251 -0.32846 -1.20038
H13 -3.71962 0.17164 -2.01167
H14 -4.22394 -3.18591 -3.53030
H15 -5.34522 -2.17913 -2.58932
H16 -4.37058 -1.61594 -4.02179
H17 -2.04895 -0.91404 -4.03013
H18 -0.99924 -1.48725 -2.73598
H19 -1.83056 -2.66365 -3.73263
H20 -5.59516 -3.10464 -0.28141
H21 -5.06239 -4.60022 0.64811
H22 -4.88056 -4.43760 -1.04277
H23 -3.41823 -4.56596 -2.19442
C12 -2.03618 5.86038 0.02636
O4 -2.16048 6.97163 -0.45295
N2 -1.20271 4.93674 -0.51631
N3 -2.90883 5.33692 0.92216
H24 -0.89224 5.30916 -1.40399
H25 -1.49707 3.97958 -0.63651
H26 -3.62664 5.90180 1.34255
H27 -2.78728 4.41484 1.31696
C13 1.06680 0.31690 -4.45909
O5 1.22122 0.17748 -5.65637
N4 1.47851 -0.51847 -3.48130
N5 0.64336 1.46984 -3.89772
H28 2.02323 -1.35630 -3.60501
H29 1.65271 -0.10504 -2.57367
H30 0.45037 2.17929 -4.58829
H31 1.18686 1.71563 -3.08193
C14 -3.71466 3.08480 3.09907
O6 -3.32680 3.27975 4.23899
N6 -2.97440 2.54166 2.12599
N7 -4.80011 3.78255 2.60997
H32 -2.04665 2.21068 2.33333
H33 -3.38859 2.29706 1.24127
H34 -5.09243 3.55760 1.67000
H35 -5.58655 4.04809 3.18042
C15 -0.55147 -3.33711 3.92341
O7 -0.93862 -2.55513 4.75985
N8 -0.71805 -4.69759 4.08202
N9 0.11798 -3.06914 2.79641
H36 -0.96555 -5.10717 4.96503
H37 -0.43345 -5.26314 3.30124
H38 0.58387 -3.85608 2.37875
H39 0.29654 -2.15272 2.41370
C16 3.22666 4.73744 -1.14291
O8 3.78516 5.76043 -1.52487
N10 1.92669 4.68042 -0.80708
N11 3.81605 3.51263 -1.03961
H40 1.30586 5.45798 -0.95031
H41 1.52284 3.78511 -0.58943
H42 3.10788 2.78712 -1.10257
H43 4.69565 3.42603 -1.52217
C17 1.20436 -3.01395 -0.95964
O9 2.39630 -2.69946 -0.87534
N12 0.71119 -3.97142 -1.67530
N13 0.19760 -2.36634 -0.30519
H44 1.32115 -4.23139 -2.43717
H45 -0.19645 -4.33587 -1.43580
H46 -0.71920 -2.37499 -0.73093
H47 0.31275 -1.73268 0.47399
C18 5.02091 1.54406 1.59701
O10 4.31514 0.75462 0.95567
N14 5.00795 2.89507 1.37433
N15 5.96840 1.24603 2.45790
H48 5.84051 3.45565 1.41011
H49 4.28784 3.05448 0.66723
H50 6.69763 1.89408 2.70270
H51 6.31441 0.29631 2.43530
C19 2.54674 -0.15440 5.21134
O11 2.73844 -0.32533 6.40359
N16 2.86474 0.98184 4.54463
N17 1.93100 -1.03861 4.38169
H52 3.12123 1.84373 4.99120
H53 2.86896 0.89626 3.54048
H54 1.65460 -0.91083 3.41705
H55 1.64231 -1.94078 4.72323
C20 4.94155 -0.10111 -2.41802
O12 4.31801 -0.83390 -1.64342
N18 6.15562 -0.43615 -2.89953
N19 4.47813 1.05578 -2.85420
H56 6.67274 0.34182 -3.27155
H57 6.55923 -1.34534 -2.75786
H58 5.02873 1.70826 -3.38494
H59 3.65122 1.34852 -2.34606

Computed properties:
- ⟨S²⟩: 6.01
- Total charge: 0
- HOMO energy (spin up / spin down): -8.865 / -8.630 eV
- 2S+1: 5

Entry 2:
Entry from the OMol25 dataset: the ion C11H13N2 with charge +1 in a non-equilibrium geometry (the ωB97M-V functional and the def2-TZVPD basis).

CARTESIAN COORDINATES (ANGSTROEM)
C1 -3.02052 0.13398 0.45013
C2 -2.43092 1.38982 0.51152
C3 -2.22316 -0.96772 0.09924
C4 -1.17691 1.58833 -0.05381
C5 -0.91174 -0.76971 -0.34331
C6 -0.42122 0.50526 -0.54173
C7 2.30758 1.18224 0.52430
C8 -0.06621 -1.89905 -0.84579
C9 1.30932 -1.74532 -0.01242
C10 0.76895 0.90348 -1.37582
C11 1.05594 -0.83442 1.11590
N1 1.86017 1.32966 -0.77420
N2 1.61110 0.34788 1.41642
H1 -4.01621 0.19220 0.73883
H2 -3.08882 2.29949 0.87429
H3 -2.49604 -2.01212 -0.05266
H4 -0.77888 2.67375 -0.18905
H5 3.09047 1.90716 0.96588
H6 -0.31559 -2.97023 -0.71676
H7 0.34118 -1.80789 -1.94078
H8 1.54176 -2.67923 0.29804
H9 2.19751 -1.28411 -0.49992
H10 0.47069 0.97295 -2.44414
H11 0.30032 -1.17530 1.87362
H12 2.53424 1.88331 -1.38800
H13 1.55695 0.83557 2.31022

Computed properties:
- ΔE to the lowest compared entry with this formula, charge and spin: 450.6 kJ/mol
- Total charge: +1
- HOMO energy: -11.375 eV
- 2S+1: 1